Entry one
C10H20N3 | the ωB97M-V functional and the def2-TZVPD basis

For the LUMO energy, the calculation gives -3.4496 eV. As for the total charge: +1. The structure (SMILES) is [H]/N=N/[C@@H]1[NH2+]C[C@@H]2CC[C@@]1(C)C2(C)C. As for the HOMO energy: -13.2128 eV. The frontier orbital gap is 9.763 eV.

Each atom is followed by the atoms it is bonded to, with distances in Å.
CARTESIAN COORDINATES (ANGSTROEM)
1 C -0.964 -0.975 -1.646  C2 1.526, C4 1.589, H14 1.060, H15 1.140
2 C 0.159 0.058 -1.684  C1 1.526, C6 1.543, H16 1.182, H17 1.188
3 C -0.347 -2.108 0.505  C4 1.561, N13 1.459, H18 1.100, H19 1.206
4 C -1.300 -1.027 -0.094  C1 1.589, C3 1.561, C7 1.492, H20 1.108
5 C 1.411 -0.385 0.511  C6 1.625, N12 1.494, N13 1.473, H21 1.029
6 C 0.329 0.568 -0.237  C2 1.543, C5 1.625, C7 1.490, C8 1.457
7 C -0.986 0.336 0.425  C4 1.492, C6 1.490, C9 1.633, C10 1.576
8 C 0.916 1.901 -0.277  C6 1.457, H22 1.105, H23 1.078, H24 1.166
9 C -2.126 1.375 -0.112  C7 1.633, H25 1.055, H26 1.142, H27 1.021
10 C -1.015 0.563 1.984  C7 1.576, H28 1.071, H29 1.121, H30 1.137
11 N 3.431 0.767 0.623  N12 1.241, H31 1.043
12 N 2.796 -0.113 0.021  C5 1.494, N11 1.241
13 N 1.056 -1.793 0.261  C3 1.459, C5 1.473, H32 1.059, H33 1.042
14 H -1.842 -0.681 -2.161  C1 1.060
15 H -0.690 -2.054 -1.891  C1 1.140
16 H 1.118 -0.565 -1.982  C2 1.182
17 H -0.220 0.870 -2.465  C2 1.188
18 H -0.478 -2.179 1.595  C3 1.100
19 H -0.712 -3.119 -0.043  C3 1.206
20 H -2.304 -1.434 0.140  C4 1.108
21 H 1.473 -0.165 1.514  C5 1.029
22 H 1.609 2.307 0.483  C8 1.105
23 H 0.216 2.706 -0.428  C8 1.078
24 H 1.584 2.144 -1.201  C8 1.166
25 H -2.073 2.415 0.056  C9 1.055
26 H -3.150 0.914 0.092  C9 1.142
27 H -1.932 1.233 -1.103  C9 1.021
28 H -0.996 1.624 2.135  C10 1.071
29 H -0.274 0.033 2.637  C10 1.121
30 H -2.030 0.097 2.200  C10 1.137
31 H 4.210 1.041 -0.014  N11 1.043
32 H 1.750 -2.329 0.856  N13 1.059
33 H 1.384 -2.023 -0.701  N13 1.042

Here are the Löwdin charges for atoms 1 to 8, given in e: -0.12 -0.11 -0.09 -0.24 -0.21 -0.42 -0.45 -0.06

---

Entry two
C10H20N3 | the ωB97M-V functional and the def2-TZVPD basis

For the LUMO energy, the calculation gives -2.7902 eV. As for the total charge: +1. The structure (SMILES) is C=C1CC[C@@H](C[NH2+]/C=N/N)C1(C)C. As for the HOMO energy: -12.4443 eV. The frontier orbital gap is 9.654 eV.

Each atom is followed by the atoms it is bonded to, with distances in Å.
CARTESIAN COORDINATES (ANGSTROEM)
1 C -0.908 -0.908 -1.829  C2 1.496, C4 1.538, H14 1.086, H15 1.154
2 C -0.142 0.375 -1.742  C1 1.496, C6 1.472, H16 1.090, H17 1.126
3 C -0.072 -2.114 0.336  C4 1.589, N13 1.489, H18 1.162, H19 1.016
4 C -1.167 -1.180 -0.337  C1 1.538, C3 1.589, C7 1.554, H20 1.164
5 C 1.951 -0.500 0.683  N12 1.327, N13 1.453, H21 1.064
6 C -0.152 0.982 -0.402  C2 1.472, C7 1.557, C8 1.319
7 C -1.275 0.209 0.352  C4 1.554, C6 1.557, C9 1.499, C10 1.551
8 C 0.623 1.993 -0.062  C6 1.319, H23 1.035, H24 1.144
9 C -2.538 0.902 -0.061  C7 1.499, H25 1.146, H26 1.107, H27 1.035
10 C -1.287 0.296 1.900  C7 1.551, H28 1.071, H29 1.024, H30 1.111
11 N 3.587 1.148 0.677  N12 1.331, H22 0.994, H31 1.003
12 N 2.995 0.094 0.119  C5 1.327, N11 1.331
13 N 1.293 -1.612 0.017  C3 1.489, C5 1.453, H32 0.991, H33 1.058
14 H -1.821 -0.913 -2.419  C1 1.086
15 H -0.186 -1.663 -2.319  C1 1.154
16 H 0.878 0.329 -2.122  C2 1.090
17 H -0.466 1.041 -2.590  C2 1.126
18 H -0.211 -1.977 1.481  C3 1.162
19 H -0.188 -3.108 0.162  C3 1.016
20 H -2.198 -1.698 -0.183  C4 1.164
21 H 1.543 -0.022 1.542  C5 1.064
22 H 3.128 1.657 1.397  N11 0.994
23 H 0.664 2.235 0.944  C8 1.035
24 H 1.366 2.460 -0.797  C8 1.144
25 H -3.494 0.435 0.367  C9 1.146
26 H -2.669 1.038 -1.152  C9 1.107
27 H -2.389 1.829 0.374  C9 1.035
28 H -1.386 1.307 2.239  C10 1.071
29 H -0.415 -0.031 2.327  C10 1.024
30 H -2.138 -0.380 2.136  C10 1.111
31 H 4.187 1.603 0.015  N11 1.003
32 H 1.794 -2.464 -0.057  N13 0.991
33 H 1.093 -1.365 -0.993  N13 1.058

Here are the Löwdin charges for atoms 1 to 8, given in e: -0.14 -0.20 -0.05 -0.22 -0.13 -0.30 -0.47 0.05

---

Of them, entry one has the highest stability.